Entry 1:
Entry from the Open Molecules 2025 dataset: C26H24N5O2SbSe4Ti as an isolated structure (the ωB97M-V functional and the def2-TZVPD basis).

Last column: Mulliken charge in e.
CARTESIAN COORDINATES (ANGSTROEM)
1 C 4.18012 -1.19360 -2.13757  -1.167
2 Se 2.10153 -5.06195 2.00107  -0.620
3 H -1.52525 -3.23089 2.88876  0.289
4 C 4.42233 -0.19753 -3.07037  -0.456
5 H 0.65659 3.55390 3.81740  0.479
6 C 1.33484 1.90818 -2.45972  1.836
7 C 0.35123 1.85500 -1.47072  0.765
8 H 4.87320 -2.00546 -1.96918  0.467
9 Se 1.52374 -1.01039 1.54539  0.058
10 H -1.09721 4.86230 -2.19041  0.460
11 C -2.03858 0.00996 -2.58040  -0.351
12 N -1.06536 0.99406 1.11902  0.865
13 N -1.80247 0.23936 -1.28874  0.969
14 H 3.68155 1.61384 -3.93283  0.366
15 C 3.02353 -1.11910 -1.39020  -0.291
16 H -1.30673 2.34922 2.68913  0.560
17 H -1.01848 -1.96058 -1.80353  0.660
18 Se 1.39214 -3.58743 4.71592  -0.492
19 H 2.17669 2.95733 -4.15546  0.336
20 H -0.38802 -4.24834 2.11260  0.052
21 C -0.34052 -3.17099 -0.21370  -0.700
22 C 1.25391 3.24152 2.97019  -0.862
23 H -1.26810 3.00253 -0.63608  0.311
24 H 0.60257 4.83597 -4.01243  0.380
25 C 2.52051 3.75345 2.76274  -0.340
26 H -0.41671 0.87428 3.10105  0.293
27 C 2.35197 0.83063 -2.43365  0.056
28 C -0.50497 2.96284 -1.40697  -0.281
29 H 5.32514 -0.20895 -3.66847  0.412
30 C -2.36216 1.19740 0.85754  0.140
31 H -5.28742 0.89021 -2.75006  0.415
32 C 3.25183 3.31697 1.66680  -0.967
33 C 0.75098 2.29759 2.08028  0.956
34 C -0.57262 1.63078 2.32122  -1.703
35 N 1.45090 1.89955 1.02239  0.499
36 H 0.70897 -2.19877 -1.82566  0.599
37 O -1.83149 -1.72926 0.96535  -0.552
38 C 3.50244 0.82071 -3.22293  -1.208
39 C -0.41433 4.02552 -2.28759  -0.991
40 H 4.25305 3.67464 1.47133  0.427
41 C 0.54170 4.02118 -3.30211  -0.911
42 N -1.17495 -3.61612 2.02508  -0.373
43 H -1.20460 -0.36818 -3.15632  0.589
44 C -1.17305 -2.76734 0.97214  0.494
45 H -0.87349 -4.00118 -0.69815  0.461
46 H 2.77982 -1.85480 -0.63627  0.250
47 Se 4.92722 -2.01945 2.92524  -0.603
48 C -2.76280 0.74139 -0.52635  0.465
49 Ti 0.14720 -0.03036 -0.21199  -1.515
50 H -4.77587 1.37539 -0.32166  0.555
51 N 2.13228 -0.12963 -1.52539  1.127
52 O -3.19991 1.77439 1.54885  -0.822
53 C -4.04295 0.97315 -1.00600  -0.926
54 C -3.27665 0.24177 -3.14619  -1.161
55 H 3.19888 2.01976 -0.04789  0.322
56 H 0.59974 -3.58789 0.14713  0.009
57 C 2.66855 2.39082 0.82243  -0.253
58 C -4.30237 0.71207 -2.33713  -0.428
59 Sb 2.71567 -2.80758 2.85259  0.903
60 C 1.42294 2.96096 -3.37756  -0.797
61 C -0.13847 -2.00417 -1.16394  -0.872
62 H -3.42567 0.05369 -4.20038  0.435
63 H 2.93687 4.48054 3.44880  0.386

Summary:
Lowest unoccupied orbital energy (alpha / beta) (eV): 1.9606 / 1.3921
Orbital gap (alpha / beta) (eV): 6.775 / 6.228
E_tot (a.u.): -12125.0916
Energy above the lowest of the compared OMol25 structures with the same formula, charge and spin (eV): 1.1219
Multiplicity: 2
Charge: -1
⟨S²⟩: 0.759

---

Entry 2:
Entry from the Open Molecules 2025 dataset: one molecule with the formula C26H24N8O2 (the ωB97M-V functional and the def2-TZVPD basis).

Last column: Mulliken charge in e.
CARTESIAN COORDINATES (ANGSTROEM)
1 C -3.71899 0.05531 0.58266  0.128
2 H -9.11221 -0.74206 0.40695  0.362
3 C 8.75824 -3.07863 1.67334  -0.132
4 H -7.31271 -3.91299 0.55173  0.313
5 C -0.45089 1.93405 0.48289  0.396
6 C -2.73965 2.67147 0.68387  0.126
7 H 4.27588 -1.12676 -0.93545  0.544
8 C 4.52058 0.98569 -0.67268  0.369
9 C -7.52015 -1.92601 -0.41536  1.577
10 C 4.68488 3.46956 -0.39992  -1.536
11 H -7.04308 -1.78109 -2.51907  0.404
12 H 9.13804 -3.83983 2.32442  0.459
13 O -5.50569 -3.04973 0.10023  -0.471
14 H -8.25821 -0.63054 -1.96464  0.380
15 C 2.55057 2.19750 -0.04128  -0.171
16 H 0.08606 0.01542 0.24182  -0.188
17 C -5.42024 -1.68704 0.20633  0.258
18 C -7.90662 -1.65361 -1.87013  -1.713
19 H -1.69894 -0.58675 0.54299  0.325
20 N 0.46394 0.95024 0.27741  0.022
21 H 4.12498 4.27991 0.05581  0.392
22 H 5.63282 3.34646 0.12094  0.323
23 C 6.52805 -0.66675 0.53297  -0.158
24 H -0.64866 5.14419 0.76662  0.416
25 C -6.85334 -3.32749 -0.25026  -0.689
26 C 7.50365 -1.60179 0.88099  -0.126
27 N -0.06686 3.19349 0.55165  -0.434
28 N -4.18238 -1.25371 0.54624  -0.084
29 H 2.04902 3.11975 0.19983  0.702
30 H -3.49331 -1.99065 0.60778  0.232
31 O 5.84796 1.01759 -1.06036  -0.533
32 C -8.73029 -1.75437 0.49955  -1.702
33 N -6.46297 -1.00830 -0.02700  -0.500
34 H 9.71623 -1.22437 -1.60289  0.429
35 H 4.91131 3.73602 -1.43177  0.319
36 H -6.86294 -3.90859 -1.17508  0.305
37 H 7.99288 0.47776 -2.29417  0.452
38 H -8.44899 -1.92307 1.53635  0.413
39 C 1.81728 1.01516 -0.02493  0.833
40 H 5.67059 -0.54234 1.17254  0.604
41 H -9.51085 -2.45824 0.22183  0.405
42 C 3.89808 2.19805 -0.36365  0.259
43 C -1.84146 1.57692 0.59448  1.043
44 C 8.81317 -1.03298 -1.04604  -0.157
45 N -2.29717 3.94994 0.74345  -0.682
46 C -4.60842 1.14449 0.64026  -0.463
47 H 1.89763 -1.11144 -0.34733  0.328
48 C -4.12563 2.42052 0.70292  -0.803
49 C -2.35581 0.27380 0.57162  -0.438
50 N 9.40757 -2.70352 0.58689  -1.391
51 C 7.87205 -0.12015 -1.40655  -0.898
52 H -4.78773 3.26840 0.76614  0.465
53 C 6.70478 0.06413 -0.62049  0.946
54 N 8.61966 -1.75943 0.06894  0.850
55 C -1.01123 4.12610 0.69786  -0.566
56 C 3.79281 -0.19795 -0.67086  -0.603
57 C 2.45397 -0.18427 -0.34481  -1.163
58 H -5.66551 0.93445 0.62850  0.567
59 H -8.69420 -2.33480 -2.18455  0.411
60 N 7.60248 -2.44712 1.90039  -0.761

Summary:
SMILES: Cc1cc(Nc2ncnc3ccc(NC4=NC(C)(C)CO4)cc23)ccc1Oc1ccn2ncnc2c1
Lowest unoccupied orbital energy (eV): 0.1438
Orbital gap (eV): 7.935
E_tot (a.u.): -1593.7544

---

Entry 3:
Entry from the Open Molecules 2025 dataset: C26H24N9PdS2 as an isolated structure (the ωB97M-V functional and the def2-TZVPD basis).

Last column: Mulliken charge in e.
CARTESIAN COORDINATES (ANGSTROEM)
1 Pd 0.76790 -0.85415 0.08967  0.277
2 N 1.89290 -2.69355 0.62467  -0.226
3 H -0.06680 -3.31545 -2.37053  0.516
4 C -2.17310 -3.73625 -1.75443  -1.073
5 H -2.60120 3.40625 -2.83803  0.440
6 C -4.90670 -0.98115 3.61917  -1.597
7 C -2.25190 0.97935 1.80217  -0.221
8 C 3.29130 2.55175 1.56447  -1.094
9 C -3.22520 0.62765 2.70067  -1.110
10 C 0.38120 2.57445 -0.50463  0.240
11 C 3.70740 0.24115 -1.55883  0.404
12 H -5.61870 -0.16315 3.71437  0.386
13 C 1.29650 -3.81675 0.90877  0.500
14 N -0.76330 0.46555 0.01667  0.517
15 H 1.17470 4.44205 -1.19443  0.249
16 N 1.46580 2.31785 0.35167  0.617
17 S 5.43450 0.05475 -1.31603  -0.205
18 H 2.44780 4.21515 0.37817  0.443
19 C 3.09220 -2.89025 -0.01233  -0.066
20 H 2.20480 1.25995 -2.40153  0.163
21 C -2.43960 -1.18415 0.72957  -0.463
22 N 3.17590 1.34565 -2.13453  -0.256
23 C -1.79480 2.03365 -1.42943  -0.300
24 C 2.77160 1.25785 1.68167  -0.570
25 H 4.16030 2.95675 2.04057  0.470
26 N 0.06700 -3.88135 1.46717  -0.258
27 H -2.49450 -4.55305 -2.36343  0.461
28 C -2.90250 -3.06715 -0.80083  -0.146
29 H -5.44250 -1.87665 3.31807  0.353
30 H -0.28250 -3.02225 1.88077  0.113
31 H -0.23140 -4.74825 1.88497  0.230
32 C -3.84140 -0.62375 2.63537  0.398
33 C -3.43530 -1.50685 1.64667  -0.652
34 C 3.43350 -4.19245 -0.18643  -0.385
35 H -4.47110 -1.15445 4.60347  0.326
36 H 3.76700 1.90745 -2.72563  0.240
37 C -0.70840 4.07095 -2.08893  0.217
38 H -1.77200 1.94475 1.86797  0.508
39 H -3.52240 1.31845 3.47387  0.441
40 C -1.78300 3.18435 -2.17183  -0.963
41 H 3.15480 0.42255 2.24067  0.457
42 H -1.69570 5.77565 -2.91533  0.402
43 H 5.90790 -2.03685 -0.11623  0.510
44 H -3.90570 -2.47625 1.59517  0.385
45 C -0.92650 -3.10625 -1.76163  -0.660
46 H 4.30150 -4.59705 -0.66163  0.508
47 H -0.00750 6.05565 -2.47523  0.369
48 S 2.19930 -5.23385 0.43317  -0.184
49 H -3.91160 -3.22145 -0.48553  0.463
50 C -0.71650 1.68065 -0.58963  0.342
51 C 2.43320 3.19885 0.71127  -0.060
52 C 5.11550 -1.45595 -0.54033  -0.470
53 N -2.10990 -2.10055 -0.28393  0.587
54 C -0.70270 5.33155 -2.89053  -1.598
55 C 0.35320 3.74605 -1.25713  -0.785
56 H -0.40480 5.12445 -3.91893  0.304
57 C 3.78180 -1.70895 -0.51663  0.143
58 N 1.67070 1.13725 0.95847  -0.304
59 H -2.62100 1.34165 -1.50903  0.506
60 N -0.91090 -2.11925 -0.88153  -0.133
61 C -1.80250 0.08395 0.80467  1.577
62 N 2.99370 -0.73625 -1.08883  -0.284

Summary:
Lowest unoccupied orbital energy (alpha / beta) (eV): -3.5326 / -3.5318
Orbital gap (alpha / beta) (eV): 6.049 / 6.050
E_tot (a.u.): -2422.0585
Charge: +1

---

The lowest E_tot belongs to which entry?
C26H24N5O2SbSe4Ti